[1]
{
  "formula": "C32H53NOsP2",
  "method": "ωB97M-V with the def2-TZVPD basis set",
  "species": ["Os", "C", "C", "C", "C", "C", "C", "H", "H", "H", "C", "H", "H", "H", "C", "H", "H", "H", "C", "H", "H", "H", "C", "H", "H", "H", "C", "C", "C", "C", "C", "C", "C", "C", "H", "H", "H", "H", "H", "H", "H", "H", "H", "H", "H", "H", "P", "C", "C", "P", "C", "C", "C", "H", "H", "H", "H", "H", "H", "H", "H", "H", "H", "H", "H", "H", "H", "C", "N", "C", "C", "C", "C", "C", "C", "C", "C", "H", "H", "H", "H", "H", "H", "H", "H", "H", "H", "H", "H"],
  "coordinates": [[-2.8350, -0.2471, -0.7617], [3.2682, 0.4521, -1.1436], [2.5491, 1.5596, -1.6816], [3.0288, 2.0249, 0.5170], [3.5634, 0.7461, 0.2172], [2.4265, 2.5391, -0.6608], [3.6429, -0.7676, -1.8868], [3.9806, -0.4951, -2.8997], [2.7863, -1.4720, -2.0007], [4.4606, -1.3041, -1.3848], [4.3024, -0.1006, 1.1726], [4.8373, -0.9000, 0.6472], [3.6222, -0.5692, 1.8996], [5.0331, 0.4953, 1.7408], [3.0623, 2.7216, 1.8162], [3.3051, 3.7864, 1.6772], [3.8110, 2.2773, 2.4852], [2.0795, 2.6754, 2.3160], [1.7873, 3.8638, -0.7634], [2.4838, 4.6616, -0.4594], [0.9055, 3.9437, -0.1028], [1.4683, 4.0582, -1.7942], [2.0200, 1.6901, -3.0547], [2.3726, 2.6156, -3.5336], [0.9189, 1.7174, -3.0699], [2.3388, 0.8458, -3.6752], [-3.3243, -2.1247, -0.5817], [-2.2829, -1.9108, -1.6005], [-2.6756, -1.9582, -3.0767], [-3.2759, -0.6362, -3.5866], [-3.4959, 0.3775, -2.4810], [-4.5754, 0.1865, -1.4832], [-5.4432, -1.0466, -1.5541], [-4.7571, -2.3312, -1.0193], [-3.3787, -2.7839, -3.2589], [-4.2073, -0.8233, -4.1452], [-1.7573, -2.1730, -3.6495], [-4.8431, -3.1415, -1.7580], [-3.0244, -2.7016, 0.2996], [-1.2909, -2.3534, -1.4249], [-5.3291, -2.6554, -0.1368], [-6.3284, -0.8448, -0.9329], [-5.0890, 1.0979, -1.1596], [-5.8137, -1.2039, -2.5777], [-2.5566, -0.1931, -4.2937], [-3.2793, 1.4130, -2.7686], [0.9849, -2.9384, -2.5413], [1.1709, -4.6382, -1.9096], [0.8359, -3.3939, -4.3078], [-1.2355, 2.6705, 0.4930], [-1.3034, 1.0938, -0.4474], [-1.8125, 3.7423, -0.8983], [-2.8153, 2.2222, 1.3694], [0.7923, -4.6668, -0.8764], [2.2439, -4.8886, -1.9044], [0.6062, -5.3495, -2.5315], [0.0963, -2.7154, -4.7634], [0.5146, -4.4401, -4.4344], [1.8190, -3.2317, -4.7802], [-3.2926, 1.3433, 0.8627], [-3.5012, 3.0780, 1.3679], [-2.5960, 1.9441, 2.4115], [-0.3527, 0.8220, -0.9616], [-0.0693, 0.1247, 1.0181], [-1.1072, 4.5726, -1.0320], [-2.8175, 4.1322, -0.6955], [-1.8183, 3.1207, -1.8033], [-0.3069, 1.8290, 5.7479], [0.4487, 0.9453, 4.8986], [1.8696, 1.1837, 4.9220], [-0.1680, 0.6045, 3.6372], [0.4900, -0.5818, 2.9574], [1.1100, -1.5878, 3.6967], [1.8039, -2.5998, 3.0402], [1.7938, -2.6576, 1.6455], [1.0777, -1.7091, 0.9096], [0.4618, -0.6588, 1.5698], [-0.3076, 2.8790, 5.4068], [0.1381, 1.8054, 6.7481], [-1.3418, 1.4754, 5.7952], [2.4190, 0.3027, 4.5708], [2.1908, 2.0542, 4.3212], [2.1444, 1.3750, 5.9674], [-1.2361, 0.3832, 3.8266], [-0.1665, 1.4695, 2.9315], [1.0678, -1.5485, 4.7874], [2.3516, -3.3565, 3.6145], [2.3305, -3.4484, 1.1178], [0.9951, -1.7740, -0.1745]],
  "gap_ev": [4.08, 4.17],
  "spin_multiplicity": 5,
  "max_force_ev_per_a": 8.2,
  "lumo_ev": [-8.4, -8.3],
  "total_charge": 2,
  "homo_energy_ev": [-12.50, -12.50],
  "relative_energy_kj_mol": 14.9
}

[2]
{
  "formula": "C2H5N3S",
  "method": "ωB97M-V with the def2-TZVPD basis set",
  "species": ["C", "C", "N", "N", "N", "S", "H", "H", "H", "H", "H"],
  "coordinates": [[-1.2589, 0.4246, -0.4618], [0.0570, -0.2118, -0.0721], [-1.6189, -0.3780, -1.6524], [-0.7904, -1.1924, -1.9442], [0.1643, -1.2923, -1.0010], [0.1034, -0.8886, 1.7123], [-2.0609, 0.5572, 0.2787], [-1.2355, 1.5128, -0.7220], [0.8547, 0.4109, 0.1337], [1.1757, -1.4957, -1.2965], [-1.0872, -1.5127, 1.5871]],
  "gap_ev": 9.88,
  "spin_multiplicity": 1,
  "max_force_ev_per_a": 4.2,
  "lumo_ev": 0.7,
  "total_charge": 0,
  "homo_energy_ev": -9.16,
  "relative_energy_kj_mol": 284.7,
  "smiles": "S[C@@H]1CN=NN1"
}

[3]
{
  "formula": "C3H6N2NiO2S3",
  "method": "ωB97M-V with the def2-TZVPD basis set",
  "species": ["Ni", "C", "O", "C", "O", "N", "N", "H", "H", "H", "H", "H", "H", "S", "C", "S", "S"],
  "coordinates": [[1.7666, 0.6384, 0.0383], [-3.4115, -0.1728, 0.2699], [-2.3678, 0.7997, 0.3219], [-1.1021, 0.4477, 0.1765], [-0.2278, 1.2969, 0.2077], [-0.8276, -0.8717, -0.0131], [0.5135, -1.2237, -0.1578], [-4.3325, 0.3835, 0.4050], [-3.3173, -0.9035, 1.0758], [-3.4394, -0.6761, -0.6985], [-1.5334, -1.5849, -0.0273], [0.6878, -1.6620, -1.0536], [0.8217, -1.8326, 0.5899], [5.6665, 1.7883, -1.0358], [4.2542, 1.3736, -0.3017], [3.7901, -0.2966, -0.0512], [3.0591, 2.4958, 0.2540]],
  "gap_ev": [6.39, 6.58],
  "spin_multiplicity": 3,
  "max_force_ev_per_a": 1.2,
  "lumo_ev": [-0.5, -0.5],
  "total_charge": 0,
  "homo_energy_ev": [-6.93, -7.12]
}

[4]
{
  "formula": "C2H2IPS",
  "method": "ωB97M-V with the def2-TZVPD basis set",
  "species": ["C", "C", "P", "S", "I", "H", "H"],
  "coordinates": [[-1.4849, -0.5694, 0.5406], [1.3933, 0.8473, -0.4032], [-0.2618, 0.8034, 0.0666], [-1.9702, -1.5653, -0.6509], [2.6229, -0.8270, -0.3792], [-2.0187, -0.4397, 1.6053], [1.7194, 1.7508, -0.7793]],
  "gap_ev": 7.40,
  "spin_multiplicity": 1,
  "max_force_ev_per_a": 5.4,
  "lumo_ev": -1.3,
  "total_charge": 0,
  "homo_energy_ev": -8.68,
  "relative_energy_kj_mol": 187.0,
  "smiles": "S=C/P=C\\I"
}

[5]
{
  "formula": "C43H65AsBaGeN6OS",
  "method": "ωB97M-V with the def2-TZVPD basis set",
  "species": ["Ba", "N", "C", "C", "N", "H", "H", "H", "H", "H", "H", "H", "H", "S", "C", "N", "C", "C", "C", "C", "C", "C", "As", "C", "C", "C", "C", "C", "C", "C", "C", "C", "C", "C", "C", "H", "H", "H", "H", "H", "H", "H", "H", "H", "H", "H", "H", "H", "C", "N", "C", "C", "O", "N", "C", "C", "H", "H", "H", "H", "H", "H", "H", "H", "H", "H", "H", "H", "C", "N", "C", "C", "C", "C", "C", "C", "C", "C", "H", "H", "H", "H", "H", "H", "H", "H", "H", "H", "H", "H", "H", "C", "C", "C", "C", "Ge", "C", "C", "C", "C", "H", "H", "H", "H", "H", "H", "H", "H", "H", "H", "H", "H", "H", "H", "H", "H", "H", "H", "H"],
  "coordinates": [[0.1414, 0.4976, 0.9913], [2.0800, 2.4579, 2.0409], [1.4423, 3.7759, 1.8429], [1.2597, 4.0748, 0.3665], [0.3120, 3.1337, -0.2658], [2.2397, 2.3022, 3.0315], [3.0011, 2.4671, 1.6124], [2.0176, 4.5876, 2.2951], [0.4640, 3.7643, 2.3344], [2.2199, 3.9747, -0.1431], [0.9411, 5.1139, 0.2555], [0.3522, 3.2495, -1.2735], [-0.6374, 3.3983, -0.0077], [-3.7218, -2.7852, -0.0952], [-2.5624, -1.6697, -0.1571], [-1.7075, -0.8559, -0.1937], [-4.1600, -1.6981, 4.3502], [-5.0976, -1.1095, 3.5126], [-4.7436, -0.0366, 2.7090], [-3.4440, 0.4537, 2.7372], [-2.5024, -0.1522, 3.5659], [-2.8587, -1.2180, 4.3792], [-2.8585, 1.9500, 1.6509], [-3.6031, 3.4898, 2.5511], [-3.1545, 4.0843, 3.7185], [-3.8042, 5.2128, 4.2006], [-4.8836, 5.7413, 3.5031], [-5.3282, 5.1488, 2.3304], [-4.6920, 4.0120, 1.8452], [-5.0668, 3.2583, 0.6289], [-6.1310, 3.5517, -0.2158], [-6.3933, 2.7323, -1.3038], [-5.6012, 1.6201, -1.5628], [-4.5258, 1.3226, -0.7359], [-4.2690, 2.1416, 0.3524], [-4.4452, -2.5314, 4.9784], [-6.1095, -1.4910, 3.4854], [-5.4798, 0.4148, 2.0551], [-1.4816, 0.2255, 3.5926], [-2.1231, -1.6751, 5.0303], [-2.3154, 3.6685, 4.2652], [-3.4728, 5.6788, 5.1189], [-5.3860, 6.6221, 3.8801], [-6.1732, 5.5722, 1.8031], [-6.7650, 4.4075, -0.0233], [-7.2300, 2.9587, -1.9515], [-5.8269, 0.9797, -2.4051], [-3.9098, 0.4535, -0.9272], [-0.8130, -3.3247, 2.1478], [0.1315, -3.3355, 3.2577], [0.5064, -4.6554, 3.7543], [0.8785, -2.2325, 3.4757], [0.9346, -1.3086, 2.6232], [1.5821, -2.1369, 4.6325], [1.1036, -2.6901, 5.8953], [2.5610, -1.0715, 4.7578], [-1.5280, -4.1309, 2.2933], [-0.3118, -3.4655, 1.1842], [-1.3669, -2.3907, 2.1233], [0.5868, -5.3373, 2.9064], [-0.2385, -5.0557, 4.4434], [1.4714, -4.6183, 4.2507], [0.1259, -3.1442, 5.7659], [1.0067, -1.8807, 6.6214], [1.7920, -3.4335, 6.2987], [3.0578, -0.9069, 3.8055], [3.3042, -1.3675, 5.4964], [2.0989, -0.1351, 5.0877], [1.8326, -0.7177, -7.2574], [1.2793, -1.6285, -6.2164], [0.4737, -2.7165, -6.8428], [0.5083, -0.8391, -5.1721], [0.0364, -1.7101, -4.0479], [-1.2763, -2.1817, -4.1180], [-1.7679, -3.0724, -3.1809], [-0.9317, -3.5188, -2.1724], [0.3617, -3.0307, -2.0822], [0.8742, -2.1041, -2.9929], [2.4303, -1.2901, -7.9618], [2.4421, 0.0497, -6.7860], [0.9986, -0.2533, -7.7780], [2.0534, -2.0761, -5.7232], [-0.3667, -2.2650, -7.3652], [0.1142, -3.3899, -6.0707], [1.1015, -3.2543, -7.5484], [-0.3242, -0.3799, -5.7037], [1.1875, -0.0632, -4.8381], [-1.9236, -1.8348, -4.9164], [-2.7938, -3.4107, -3.2257], [-1.3075, -4.2180, -1.4374], [0.9884, -3.3845, -1.2690], [3.5397, 3.5331, -2.6640], [3.6119, 2.0228, -2.4711], [3.1491, 1.2695, -3.7193], [3.5505, -0.2078, -3.7529], [2.7254, -1.5420, -2.5610], [2.7114, -1.1330, -0.6226], [3.8838, -1.7684, 0.1289], [5.2273, -1.1732, -0.2764], [6.3961, -1.7767, 0.4904], [3.8924, 4.0679, -1.7821], [2.5196, 3.8633, -2.8773], [4.1657, 3.8402, -3.5023], [2.9973, 1.7250, -1.6138], [4.6394, 1.7317, -2.2345], [3.5944, 1.7628, -4.5896], [2.0651, 1.4030, -3.8220], [4.6237, -0.2800, -3.5551], [3.4361, -0.6028, -4.7675], [3.5904, -2.8050, -2.7354], [1.7658, -1.5441, -0.2495], [2.7355, -0.0498, -0.4413], [3.8952, -2.8477, -0.0515], [3.7387, -1.6363, 1.2064], [5.1987, -0.0884, -0.1205], [5.3805, -1.3269, -1.3510], [6.2832, -1.6155, 1.5640], [7.3427, -1.3336, 0.1835], [6.4601, -2.8523, 0.3195]],
  "gap_ev": 7.83,
  "spin_multiplicity": 1,
  "max_force_ev_per_a": 0.2,
  "lumo_ev": -4.0,
  "total_charge": 2,
  "homo_energy_ev": -11.86,
  "relative_energy_kj_mol": 0.0
}

[6]
{
  "formula": "C3H9N2O",
  "method": "ωB97M-V with the def2-TZVPD basis set",
  "species": ["N", "C", "C", "C", "N", "O", "H", "H", "H", "H", "H", "H", "H", "H", "H"],
  "coordinates": [[-0.3264, 0.9916, -1.4115], [-0.6342, 0.1160, -0.1852], [-1.6518, 0.8104, 0.6736], [0.6609, -0.5477, 0.1810], [0.7315, -1.2090, 1.3766], [1.6378, -0.3869, -0.5208], [-1.1620, 1.2426, -1.9409], [0.0318, 1.8756, -1.0417], [0.3162, 0.4705, -2.0128], [-1.1450, -0.7457, -0.7109], [-1.7104, 0.4293, 1.6919], [-1.5000, 1.8801, 0.8505], [-2.6347, 0.6631, 0.2428], [1.6687, -1.5189, 1.5938], [0.0276, -1.8652, 1.6809]],
  "gap_ev": 11.04,
  "spin_multiplicity": 1,
  "max_force_ev_per_a": 3.5,
  "lumo_ev": -3.7,
  "total_charge": 1,
  "homo_energy_ev": -14.73,
  "relative_energy_kj_mol": 77.6,
  "smiles": "C[C@@H]([NH3+])C(N)=O"
}

no.,electronic energy (hartree)
1,-2078.32348
2,-641.57559
3,-3080.75292
4,-1114.51970
5,-6817.31686
6,-304.22080